Record 1
{"formula": "C11H42O10", "method": "ωB97M-V with the def2-TZVPD basis set", "elements": ["C", "O", "H", "H", "H", "H", "C", "O", "H", "H", "H", "H", "C", "O", "H", "H", "H", "H", "C", "O", "H", "H", "H", "H", "C", "O", "H", "H", "H", "H", "O", "H", "H", "O", "H", "H", "C", "C", "O", "H", "H", "H", "H", "H", "H", "C", "C", "O", "H", "H", "H", "H", "H", "H", "C", "C", "O", "H", "H", "H", "H", "H", "H"], "coordinates": [[-0.5613, 1.8776, -3.4156], [0.1235, 1.1350, -2.4578], [-0.6344, 1.4134, -4.3991], [-1.6194, 2.0547, -3.2233], [-0.1330, 2.8396, -3.6968], [-0.1803, 0.2244, -2.4722], [2.8785, 1.6899, 1.5221], [2.5463, 0.7680, 2.4755], [3.3159, 2.6117, 1.9056], [3.6304, 1.2416, 0.8726], [1.9575, 1.8534, 0.9626], [3.1122, 0.9431, 3.2310], [1.8254, 2.6932, -0.8374], [3.2646, 2.7634, -0.5992], [1.4791, 1.7450, -1.2485], [1.3216, 2.8198, 0.1208], [1.5340, 3.5404, -1.4583], [3.5639, 3.6510, -0.3892], [-2.1814, -1.7108, -0.1163], [-2.8337, -0.4828, -0.3882], [-2.1394, -2.5275, -0.8370], [-1.1553, -1.5389, 0.2089], [-2.6152, -2.1137, 0.7989], [-2.7215, 0.1897, 0.2876], [-3.6957, 1.3703, 0.6376], [-2.7117, 0.5391, 1.2924], [-4.0447, 0.9408, -0.3014], [-4.5752, 1.3473, 1.2811], [-3.3972, 2.4133, 0.5326], [-2.3075, 1.0775, 1.9768], [-1.4039, 1.6683, 2.3607], [-0.7155, 1.5913, 3.0212], [-1.2249, 2.5007, 1.9233], [-1.4955, -1.2065, 3.1742], [-1.1249, -0.6523, 2.4873], [-1.7961, -1.9902, 2.7141], [0.2513, -2.7747, -2.6908], [0.2584, -1.3113, -2.3033], [-0.4565, -0.3770, -3.1692], [1.0895, -3.3706, -2.3296], [0.5230, -2.8169, -3.7455], [-0.6412, -3.3329, -2.4077], [1.3084, -1.0250, -2.3629], [-0.2352, -1.1557, -1.3440], [-1.2761, -0.7431, -3.5094], [-0.1328, 0.7299, -0.4742], [0.2811, -0.1974, 0.7540], [-0.7923, -0.1805, 1.7579], [0.8040, 1.0300, -0.9437], [-0.5537, 1.7023, -0.2184], [-0.7425, 0.1771, -1.1888], [1.1463, 0.1444, 1.3221], [0.5143, -1.2121, 0.4313], [-0.9780, 0.6942, 2.1074], [1.9325, -2.4949, 0.5581], [1.0997, -2.3628, 1.8263], [1.1541, -3.6196, 2.4045], [1.9310, -1.5698, -0.0183], [1.6141, -3.2875, -0.1189], [2.9972, -2.6897, 0.6874], [0.0933, -1.9910, 1.6339], [1.5395, -1.6373, 2.5106], [1.9853, -3.6089, 2.8846]], "atomic_forces_ev_per_a": [[0.0, 0.2, -1.0], [5.2, 15.4, -0.9], [0.4, -0.6, -0.4], [-0.3, 0.1, 0.8], [0.4, 0.2, 0.7], [-0.1, 5.0, 3.6], [0.7, -0.1, -1.4], [-0.2, -0.9, 3.0], [-0.3, 0.2, 0.2], [-0.1, 0.2, -0.1], [1.0, -0.1, 0.7], [-0.1, -0.5, 0.3], [1.7, 2.5, -0.1], [-0.7, -0.2, -1.1], [2.5, 2.2, -0.9], [-0.4, 0.5, -0.4], [-0.1, -0.2, -0.4], [-0.4, 0.2, -0.2], [-0.1, 1.0, 1.8], [-0.3, -6.9, -8.9], [-0.7, 0.5, -0.7], [-0.4, -0.3, -0.5], [-0.3, -0.5, 0.1], [2.7, -2.5, -1.8], [-2.7, 1.4, 2.1], [-6.3, 3.8, 3.5], [0.5, 0.4, 0.2], [-0.3, 0.4, 0.0], [0.3, 0.1, -0.1], [-3.1, -1.2, -0.5], [2.8, 11.6, 6.3], [0.4, 0.8, 1.8], [-0.1, 0.5, -0.6], [-4.9, -6.4, 9.7], [-1.1, -4.3, 4.0], [-0.3, -0.2, 0.4], [0.2, -0.2, -0.9], [0.5, -3.2, 0.0], [-4.8, -16.4, -10.3], [0.1, 0.5, 0.8], [-0.8, -0.2, -0.4], [-0.2, 0.2, -0.4], [-0.3, 0.6, 0.4], [1.1, -0.9, -0.4], [-0.6, -0.8, 0.2], [1.1, -2.2, 4.2], [-1.6, 3.3, -0.1], [10.3, 3.5, -14.3], [-2.1, -2.8, 1.9], [-0.4, -0.2, 0.2], [-0.8, 1.1, 2.6], [-0.1, -0.1, -0.7], [-1.1, 1.8, -0.3], [2.2, -2.8, -2.9], [0.9, 0.6, -1.2], [1.2, -0.4, -0.3], [-0.4, -1.2, 1.3], [0.5, -0.2, -0.3], [-0.5, -0.1, 0.3], [0.0, -0.1, 0.7], [0.3, -1.7, 0.8], [0.0, 0.3, -0.1], [-0.1, -0.5, 0.2]], "mulliken_charge": [-1.379, -0.399, 0.317, 0.356, 0.331, 0.973, -0.411, -0.505, 0.421, 0.270, -0.491, 0.353, -0.541, -0.569, 0.633, 0.513, 0.424, 0.323, -0.885, -0.777, 0.345, 0.598, 0.425, 0.780, -1.319, -0.384, 0.345, 0.339, 0.285, 0.861, -0.517, 0.691, 0.382, -0.886, 1.606, 0.351, -1.578, 0.004, -0.435, 0.367, 0.450, 0.287, 0.096, -0.257, 0.429, -2.312, -2.697, -1.913, 0.247, 0.645, 0.573, 2.064, 1.048, -0.388, -1.020, 0.292, -0.623, 0.488, 0.243, 0.491, 0.097, 0.139, 0.406], "homo_ev": -7.7, "charge": 0, "e_above_lowest_kj_mol": 2578.5}

Record 2
{"formula": "C11H44ClCrN16O11", "method": "ωB97M-V with the def2-TZVPD basis set", "elements": ["Cr", "Cl", "C", "O", "H", "H", "H", "H", "C", "O", "H", "H", "H", "H", "C", "O", "H", "H", "H", "H", "C", "O", "N", "N", "H", "H", "H", "H", "C", "O", "N", "N", "H", "H", "H", "H", "C", "O", "N", "N", "H", "H", "H", "H", "C", "O", "N", "N", "H", "H", "H", "H", "C", "O", "N", "N", "H", "H", "H", "H", "C", "O", "N", "N", "H", "H", "H", "H", "C", "O", "N", "N", "H", "H", "H", "H", "C", "O", "N", "N", "H", "H", "H", "H"], "coordinates": [[0.5460, -0.4031, -0.0822], [0.6556, 1.9148, 0.9884], [-2.4974, -4.1413, 0.1136], [-2.6483, -3.8047, -1.2704], [-2.7788, -3.3819, 0.8431], [-3.0432, -5.0670, 0.2961], [-1.4636, -4.4474, 0.2740], [-3.5279, -3.4439, -1.4035], [5.0101, -1.5576, 0.3135], [5.5046, -0.8203, -0.6843], [5.5165, -2.5199, 0.3879], [5.3483, -1.0397, 1.2110], [3.9384, -1.7565, 0.3168], [6.2990, -0.3840, -0.3677], [-2.5025, 3.9386, 1.2348], [-2.2071, 2.9166, 2.0934], [-1.7899, 4.0847, 0.4230], [-3.4434, 3.7127, 0.7330], [-2.5830, 4.7916, 1.9087], [-1.2596, 2.9251, 2.2477], [-1.6180, -0.4064, -2.6157], [-1.0187, -0.2039, -1.6015], [-1.7982, 0.5260, -3.4882], [-2.2226, -1.4999, -2.9025], [-2.1699, 0.2870, -4.3963], [-1.5541, 1.4875, -3.2982], [-2.1627, -2.2342, -2.2115], [-2.6451, -1.6638, -3.8052], [1.4309, -3.4459, -0.3829], [0.5752, -2.6124, -0.6069], [2.4207, -3.7275, -1.1044], [1.3135, -4.3111, 0.5810], [3.1054, -4.3925, -0.7742], [2.6834, -3.1725, -1.9063], [0.4952, -4.3937, 1.1672], [1.9938, -5.0493, 0.4696], [-1.7722, -1.0280, 2.2216], [-0.9906, -0.9693, 1.2819], [-2.5623, -0.0239, 2.5117], [-1.9780, -2.0133, 3.0205], [-2.3851, 0.8003, 1.9555], [-2.6559, 0.0757, 3.5124], [-1.3538, -2.8061, 2.9758], [-2.6929, -1.9065, 3.7259], [1.9679, -1.2136, 2.7790], [1.6345, -1.1838, 1.5960], [1.5854, -1.9252, 3.7342], [2.7358, -0.2654, 3.1806], [2.2737, -2.0492, 4.4628], [0.8436, -2.5692, 3.4989], [2.9422, -0.1746, 4.1651], [3.0626, 0.5130, 2.6262], [1.2149, 2.2488, 5.0788], [1.4304, 1.9219, 6.2092], [1.9490, 3.1332, 4.5082], [0.1360, 1.7562, 4.4710], [2.5624, 3.7291, 5.0456], [1.5551, 3.3865, 3.6134], [-0.0639, 2.0634, 3.5299], [-0.4163, 0.9855, 4.8190], [2.7313, 0.0200, -2.6886], [1.9303, -0.1164, -1.7289], [2.3894, 0.6112, -3.7927], [3.8947, -0.4007, -2.8958], [2.9993, 0.7171, -4.5908], [1.4324, 0.9233, -3.8757], [4.4016, -0.2700, -3.7595], [4.2265, -0.9094, -2.0888], [-0.0170, 3.5854, -3.0789], [-1.0119, 3.0476, -2.6772], [0.1768, 3.9024, -4.3308], [1.0854, 3.8353, -2.4073], [1.0213, 4.4143, -4.5429], [-0.6397, 3.7516, -4.9058], [1.0013, 3.4612, -1.4729], [1.9591, 3.9627, -2.8977], [-5.3162, 1.5631, -1.7949], [-6.4228, 1.9972, -1.5541], [-4.5939, 1.7434, -2.8655], [-4.6641, 0.7190, -1.0706], [-3.7498, 1.1973, -2.9625], [-5.0207, 2.2593, -3.6217], [-3.7054, 0.5694, -1.3510], [-5.0328, 0.2258, -0.2701]], "atomic_forces_ev_per_a": [[-0.7, 0.2, -0.2], [0.2, 0.1, -0.1], [0.1, -1.1, -0.3], [0.2, 0.4, 0.5], [0.0, 0.2, -0.3], [-0.4, 0.1, 0.2], [0.1, 0.5, -0.2], [-0.3, -0.2, 0.1], [0.3, -1.7, 3.5], [0.9, 1.7, -3.1], [0.0, -0.5, -0.1], [-0.9, -0.3, 0.8], [-0.1, 0.6, -0.3], [0.0, 0.1, -0.4], [-0.8, 1.4, -0.6], [0.6, -2.5, 1.1], [0.4, 0.0, 0.2], [-0.2, 0.2, 0.2], [-0.3, 0.8, -0.8], [0.2, -0.1, -0.2], [0.1, 0.6, -0.1], [2.0, 0.4, 3.7], [-0.4, 3.1, -3.7], [-1.6, -4.2, -0.4], [0.0, 0.3, 0.2], [0.4, 0.4, 0.2], [0.1, -0.5, -0.2], [0.0, -0.1, 0.4], [-4.5, 1.3, 1.2], [-0.9, 1.7, -0.7], [5.9, -0.4, -4.5], [0.1, -2.6, 3.2], [0.0, 0.3, -0.4], [-0.2, 0.0, 0.2], [0.4, 0.0, -0.3], [-0.8, -0.5, 1.1], [0.8, 2.3, -2.3], [0.7, -1.1, -1.0], [-1.2, 2.3, 0.5], [0.5, -4.1, 2.1], [-0.2, 0.7, 0.3], [-0.6, 0.8, -0.3], [-0.5, 0.0, 0.3], [0.3, -0.6, -0.1], [0.8, 4.5, -4.9], [-0.6, -1.8, -1.2], [-2.7, -5.1, 3.6], [4.0, 3.7, 2.1], [-0.8, -0.5, 0.3], [0.5, -0.4, 0.7], [-0.1, 0.3, -0.1], [-0.4, -0.4, -0.4], [-1.8, -1.8, 3.0], [1.0, -1.5, 3.3], [1.4, 2.6, -3.8], [-1.7, -0.2, -2.7], [-0.3, -0.2, -0.2], [0.9, 0.9, -0.2], [0.0, -0.5, 0.0], [0.6, 0.4, 0.3], [-4.5, 1.0, 0.4], [1.3, -0.2, 0.0], [-4.0, 3.2, -3.2], [5.4, -3.8, 2.7], [-0.4, 0.0, 0.3], [0.2, 0.2, -0.2], [0.0, -0.3, 0.7], [1.5, 0.1, -0.5], [1.1, -0.3, -0.5], [-2.1, -0.7, 1.2], [-0.7, 0.4, -3.4], [1.1, 0.0, 3.0], [-0.8, 0.1, -0.8], [0.6, 0.6, -0.6], [1.0, 0.1, 0.4], [-0.2, -0.1, 0.7], [-2.9, 0.6, 0.1], [-0.7, 0.6, 0.0], [1.0, 2.0, -4.1], [2.5, -3.6, 4.1], [-0.4, 0.6, -0.7], [0.5, -0.1, 0.0], [-0.2, -0.5, 0.9], [0.0, 0.5, -0.2]], "mulliken_charge": [1.121, -0.793, -0.225, -0.620, 0.154, 0.450, -0.151, 0.305, -0.250, -0.544, 0.305, 0.359, -0.241, 0.339, -0.628, -0.437, 0.190, 0.232, 0.288, 0.226, 0.015, 0.001, -0.360, -0.247, 0.157, 0.373, 0.292, 0.174, 0.587, -0.328, -0.403, -0.369, 0.159, 0.224, 0.214, 0.109, 0.145, -0.022, -0.459, -0.224, 0.080, 0.252, 0.279, 0.170, 0.205, 0.262, -0.339, -0.368, 0.193, 0.157, 0.117, 0.245, 0.565, -0.715, -0.287, -0.080, 0.245, 0.197, -0.111, 0.106, 0.629, -0.699, -0.453, -0.304, 0.155, 0.125, 0.167, 0.118, 0.661, -0.701, -0.436, -0.378, 0.160, 0.228, 0.144, 0.219, 0.601, -0.700, -0.270, -0.223, 0.260, 0.179, 0.085, 0.141], "homo_ev": [-9.6, -11.0], "spin_multiplicity": 5, "charge": 1}

Record 3
{"formula": "C11H44N10O11", "method": "ωB97M-V with the def2-TZVPD basis set", "elements": ["N", "C", "N", "O", "H", "H", "H", "H", "N", "C", "N", "O", "H", "H", "H", "H", "N", "C", "N", "O", "H", "H", "H", "H", "N", "C", "N", "O", "H", "H", "H", "H", "N", "C", "N", "O", "H", "H", "H", "H", "C", "O", "H", "H", "H", "H", "C", "O", "H", "H", "H", "H", "C", "O", "H", "H", "H", "H", "C", "O", "H", "H", "H", "H", "C", "O", "H", "H", "H", "H", "C", "O", "H", "H", "H", "H"], "coordinates": [[-23.1270, -20.7085, -14.1459], [-23.3635, -20.5893, -12.8054], [-22.2104, -20.4545, -12.0702], [-24.4742, -20.6452, -12.3014], [-22.1852, -20.7481, -14.5092], [-23.9034, -20.6506, -14.7787], [-21.3240, -20.4578, -12.5464], [-22.2621, -20.4553, -11.0709], [-24.5718, -17.3623, -18.9342], [-24.9330, -18.1458, -17.8643], [-24.9462, -17.5181, -16.6594], [-25.2125, -19.3252, -17.9989], [-24.4746, -16.3727, -18.8063], [-24.2379, -17.8159, -19.7616], [-25.1008, -18.0708, -15.8349], [-24.5621, -16.5987, -16.4838], [-24.3782, -16.8739, -10.1786], [-23.8392, -16.4691, -11.3561], [-22.4991, -16.6643, -11.4924], [-24.4874, -15.8676, -12.2071], [-23.8095, -17.3494, -9.5017], [-25.3692, -16.8562, -10.0345], [-22.0415, -16.2165, -12.2637], [-22.0199, -17.3445, -10.9316], [-21.5262, -13.6178, -11.9365], [-20.2116, -13.9528, -11.7331], [-19.7367, -14.6175, -12.8441], [-19.6090, -13.9306, -10.6733], [-22.1397, -13.3178, -11.2040], [-21.6593, -13.4014, -12.9132], [-18.8659, -15.0950, -12.6998], [-20.3239, -14.8879, -13.6166], [-18.3310, -18.4196, -13.0627], [-17.6010, -19.5432, -12.8206], [-16.4797, -19.3618, -12.0628], [-17.9591, -20.6525, -13.2054], [-18.9837, -18.4178, -13.8378], [-18.0161, -17.4906, -12.8429], [-16.2998, -18.4791, -11.6221], [-15.8838, -20.1472, -11.8839], [-21.6932, -12.3984, -15.5144], [-21.6595, -13.7215, -15.0068], [-22.0712, -11.6885, -14.7630], [-20.6997, -12.0328, -15.7614], [-22.4164, -12.3279, -16.3287], [-22.5026, -14.1597, -15.1832], [-19.8982, -20.9555, -15.9584], [-20.2589, -21.0883, -14.5802], [-19.6352, -21.9434, -16.3471], [-20.7544, -20.5956, -16.5251], [-19.0298, -20.2988, -16.0307], [-19.4233, -21.1386, -14.0764], [-20.1581, -16.7756, -18.2366], [-20.4756, -15.9520, -17.1079], [-20.7695, -16.4771, -19.0912], [-19.1193, -16.6084, -18.5340], [-20.3269, -17.8088, -17.9530], [-20.1283, -15.0619, -17.2383], [-21.6941, -17.8112, -14.6781], [-20.4036, -17.2245, -14.8195], [-21.7488, -18.6181, -15.4189], [-21.8784, -18.2521, -13.7044], [-22.4905, -17.1092, -14.9471], [-20.3986, -16.7382, -15.6727], [-25.4227, -14.3274, -15.5472], [-24.3178, -15.1162, -15.1163], [-25.4188, -14.2444, -16.6309], [-26.3513, -14.8169, -15.2395], [-25.4395, -13.3503, -15.0588], [-24.5271, -15.5870, -14.2957], [-17.5393, -15.2465, -15.8888], [-18.5474, -14.2602, -15.9874], [-16.7841, -14.9961, -15.1357], [-17.9725, -16.1982, -15.5516], [-17.0601, -15.4038, -16.8501], [-18.9550, -14.1313, -15.1233]], "atomic_forces_ev_per_a": [[-0.1, 0.2, -0.1], [0.0, -0.5, -0.1], [0.1, 0.3, -0.2], [0.1, 0.3, 0.0], [-0.1, -0.1, 0.2], [-0.1, -0.2, 0.1], [0.1, -0.1, 0.2], [-0.1, -0.1, 0.0], [-0.1, 0.3, 0.4], [0.1, -0.6, -0.2], [-0.1, 0.5, 0.4], [0.2, 0.0, 0.0], [0.2, 0.0, -0.2], [-0.2, 0.0, -0.1], [-0.2, -0.2, -0.2], [0.1, -0.2, -0.1], [0.2, -0.3, 0.3], [0.2, 0.6, -0.2], [-0.3, -0.3, 0.3], [-0.3, 0.0, -0.4], [-0.1, 0.0, 0.0], [-0.1, 0.0, -0.2], [0.1, -0.1, 0.0], [0.2, 0.1, -0.1], [0.7, 0.4, -0.6], [-0.9, -1.7, 1.0], [1.1, 0.4, -0.3], [0.0, 0.5, -0.4], [0.2, 0.3, 0.0], [-1.0, 0.1, 0.1], [0.0, 0.0, -0.1], [-0.1, -0.1, 0.1], [-0.3, 0.3, -0.4], [-0.1, 0.1, 0.4], [-0.2, 0.1, -0.2], [0.4, -0.1, -0.2], [-0.2, -0.2, 0.1], [0.3, -0.2, 0.2], [0.2, -0.1, 0.0], [-0.1, -0.1, 0.1], [-0.9, 0.6, 0.5], [0.5, 0.0, 0.1], [0.0, -0.2, 0.1], [0.1, -0.4, -0.4], [0.4, 0.1, -0.4], [-0.2, -0.1, 0.1], [0.2, -0.6, 0.7], [-0.1, 0.1, -0.3], [0.1, 0.1, -0.2], [0.0, 0.2, 0.0], [-0.1, 0.2, -0.3], [-0.1, 0.2, 0.1], [0.2, 1.0, 0.0], [-0.3, -0.3, -0.5], [-0.2, -0.3, 0.0], [0.1, -0.3, 0.1], [0.0, -0.1, -0.1], [0.2, 0.0, 0.3], [0.0, -0.4, -1.4], [0.1, 0.2, 0.8], [-0.3, -0.1, 0.2], [0.3, 0.2, 0.2], [0.0, 0.1, 0.3], [0.0, 0.0, 0.2], [-0.6, -0.4, 0.9], [0.4, 0.2, -0.5], [0.2, 0.1, 0.0], [0.0, 0.0, -0.3], [0.3, 0.1, -0.2], [0.0, 0.3, 0.4], [-0.2, -0.6, 0.9], [0.1, 0.4, -0.4], [0.1, 0.2, -0.2], [0.0, -0.1, -0.2], [-0.1, 0.2, -0.1], [0.0, 0.0, 0.1]], "mulliken_charge": [-0.193, 0.422, -0.211, -0.692, 0.200, 0.164, 0.152, 0.191, -0.373, 0.582, -0.206, -0.659, 0.176, 0.213, 0.186, 0.060, -0.451, 0.680, -0.056, -0.712, 0.139, 0.244, -0.168, 0.200, -0.248, 0.401, -0.022, -0.674, 0.168, 0.221, 0.126, -0.063, -0.084, 0.609, -0.422, -0.730, -0.149, 0.225, 0.160, 0.219, -0.807, 0.003, 0.282, 0.283, 0.305, 0.050, -0.683, -0.608, 0.317, 0.238, 0.280, 0.424, -0.667, -0.410, 0.250, 0.258, 0.227, 0.221, 0.132, 0.345, 0.116, -0.073, -0.024, -0.063, -0.926, -0.256, 0.294, 0.345, 0.296, 0.242, -0.393, -0.518, 0.306, -0.004, 0.284, 0.311], "homo_ev": -9.4, "smiles": "NC(N)=O.NC(N)=O.NC(N)=O.NC(N)=O.NC(N)=O.CO.CO.CO.CO.CO.CO", "charge": 0, "e_above_lowest_kj_mol": 0.0}